1.
Formula: C17H26AsN6OS6W
Source: the OMol25 dataset
Level of theory: the ωB97M-V functional and the def2-TZVPD basis

Structure (XYZ):
```
58
Properties=species:S:1:pos:R:3:mulliken_spin:R:1
W -0.422 0.406 0.913 1.709
C 2.843 -0.696 1.001 -0.006
C 3.066 0.149 -0.244 -0.002
N 2.476 1.458 -0.138 0.056
C 2.926 2.391 0.868 0.005
C 1.776 2.860 1.765 -0.013
N 1.002 1.748 2.339 0.058
C 1.801 0.960 3.310 -0.014
C 1.575 -0.512 3.061 0.034
N 1.473 -0.734 1.600 0.040
H 3.526 -0.352 1.781 -0.001
H 3.125 -1.725 0.766 -0.003
H 2.608 -0.345 -1.098 0.000
H 4.158 0.165 -0.416 0.000
H 2.290 1.889 -1.028 0.011
H 3.377 3.284 0.422 0.000
H 3.715 1.929 1.469 -0.002
H 1.086 3.470 1.181 -0.002
H 2.186 3.487 2.568 -0.002
H 0.208 2.143 2.845 0.001
H 1.489 1.204 4.326 -0.007
H 2.854 1.224 3.198 -0.002
H 0.643 -0.824 3.526 -0.007
H 2.388 -1.114 3.483 0.005
H 1.159 -1.700 1.474 -0.005
S -2.349 -0.257 -0.441 -0.032
C -2.537 0.907 -1.737 0.008
C -3.539 0.720 -2.696 0.006
C -3.742 1.639 -3.710 0.008
C -2.946 2.780 -3.782 -0.004
C -1.950 2.976 -2.842 0.006
C -1.731 2.046 -1.824 0.004
S -0.381 2.263 -0.723 0.051
H -4.166 -0.161 -2.621 -0.001
H -4.529 1.476 -4.436 0.001
H -3.107 3.512 -4.563 0.000
H -1.321 3.857 -2.885 0.000
S -1.113 0.263 5.267 0.018
As -2.368 0.012 3.590 0.034
S -1.966 1.736 2.178 -0.043
S -1.410 -1.460 2.162 0.031
S -4.392 -0.354 3.882 0.033
C -1.321 -4.633 -0.105 0.002
N -0.829 -3.546 -0.938 0.001
C -1.302 -3.288 -2.171 0.001
C -0.844 -2.247 -2.896 0.005
C 0.004 -1.328 -2.208 -0.006
N 0.471 -1.561 -0.988 0.019
C 0.233 -2.785 -0.425 0.008
O 0.843 -3.226 0.539 -0.001
N 0.339 -0.160 -2.803 0.001
H -2.236 -5.015 -0.552 0.000
H -1.533 -4.243 0.890 0.001
H -0.576 -5.423 -0.023 0.000
H -2.069 -3.960 -2.534 0.001
H -1.232 -2.036 -3.880 0.000
H -0.272 0.136 -3.549 0.000
H 0.544 0.596 -2.148 -0.001
```

Results
* spin multiplicity: 3
* Kohn-Sham gap (spin up / spin down): 6.338 / 6.469 eV
* energy relative to the best compared isomer or geometry (same formula, charge and spin): 0.0 kJ/mol
* ⟨S²⟩: 2.02
* net charge: -1
* total energy: -156721.4582 eV



2.
Formula: C17H26BeN3O2S5
Source: the OMol25 dataset
Level of theory: the ωB97M-V functional and the def2-TZVPD basis

Structure (XYZ):
```
54
Properties=species:S:1:pos:R:3:mulliken_charge:R:1
Be -0.736 -0.078 -0.359 -0.349
O 0.794 0.426 -0.588 0.020
C 1.071 1.618 -1.427 -0.207
C 0.544 1.440 -2.833 -0.741
C -0.905 0.927 -2.905 -1.160
C -1.817 1.618 -1.922 0.765
C -2.481 2.785 -2.170 -0.679
C -3.266 3.347 -1.146 -0.363
C -3.310 2.760 0.088 -1.003
C -2.554 1.603 0.308 -0.150
N -1.920 0.997 -0.713 0.950
H 1.221 0.609 0.269 0.331
H 2.148 1.750 -1.426 0.529
H 0.604 2.460 -0.923 -0.220
H 1.186 0.784 -3.424 0.385
H 0.591 2.433 -3.283 0.430
H -0.928 -0.152 -2.695 0.184
H -1.273 1.043 -3.922 0.531
H -2.404 3.260 -3.139 0.536
H -3.833 4.248 -1.343 0.437
H -3.882 3.177 0.904 0.460
H -2.690 1.018 1.203 0.594
C 0.628 6.654 -0.771 -1.243
S 0.417 4.911 -0.334 0.373
C 0.133 4.982 1.399 -0.176
C -0.102 3.889 2.145 0.094
S -0.268 2.236 1.634 -0.504
S -0.323 4.204 3.858 -0.079
C -0.113 5.916 3.842 0.082
S -0.199 6.885 5.151 -0.220
S 0.209 6.514 2.243 -0.076
H -0.237 7.239 -0.469 0.393
H 0.707 6.673 -1.855 0.348
H 1.536 7.064 -0.336 0.430
C -0.237 -4.804 1.240 -1.199
N -0.161 -3.573 0.449 0.109
C 1.194 -3.144 0.092 -1.041
C -1.167 -2.705 0.353 0.862
O -0.899 -1.464 0.184 -0.740
N -2.446 -3.076 0.456 0.122
C -3.475 -2.058 0.677 -1.124
C -2.943 -4.389 0.038 -1.180
H 0.567 -4.786 1.975 0.420
H -0.115 -5.684 0.611 0.347
H -1.177 -4.864 1.776 0.408
H 1.781 -4.034 -0.119 0.398
H 1.661 -2.596 0.912 0.324
H 1.180 -2.517 -0.794 0.320
H -3.080 -1.248 1.283 0.316
H -4.301 -2.521 1.212 0.429
H -3.842 -1.654 -0.269 0.363
H -2.163 -4.958 -0.454 0.410
H -3.752 -4.232 -0.675 0.413
H -3.334 -4.956 0.883 0.343
```

Results
* Kohn-Sham gap: 5.919 eV
* energy relative to the best compared isomer or geometry (same formula, charge and spin): 84.7 kJ/mol
* net charge: +1
* total energy: -81190.8047 eV



3.
Formula: C17H26Cl11NO2
Source: the OMol25 dataset
Level of theory: the ωB97M-V functional and the def2-TZVPD basis

Structure (XYZ):
```
57
Properties=species:S:1:pos:R:3:mulliken_charge:R:1
O -2.790 2.436 2.879 -0.545
C -1.844 2.197 2.174 0.339
O -0.774 3.036 2.117 -0.273
N -1.748 0.976 1.369 0.206
Cl -3.391 0.365 1.232 -0.097
C -0.982 -0.062 2.078 1.025
C -1.101 -1.363 1.640 -0.997
C -0.416 -2.344 2.306 -0.081
C 0.381 -2.054 3.390 -0.412
C 0.499 -0.755 3.780 -0.857
C -0.172 0.263 3.131 -0.374
H -0.716 3.341 1.191 0.199
H -1.712 -1.634 0.791 0.397
H -0.535 -3.364 1.961 0.330
H 0.911 -2.836 3.918 0.317
H 1.116 -0.466 4.625 0.347
H -0.025 1.274 3.487 0.385
Cl -4.769 1.997 -2.093 -0.193
C -3.268 1.595 -2.969 0.098
C -2.049 1.704 -2.091 -0.027
Cl -1.693 3.394 -1.640 -0.223
H -3.197 2.250 -3.833 0.291
H -3.372 0.572 -3.324 -0.175
H -1.178 1.328 -2.626 0.307
H -2.162 1.129 -1.174 -0.044
Cl -1.964 -1.576 -4.320 -0.173
C -3.310 -1.671 -5.487 -0.542
C -3.011 -0.925 -6.764 -0.403
Cl -2.952 0.840 -6.519 -0.161
H -4.205 -1.289 -5.001 0.354
H -3.464 -2.726 -5.706 0.353
H -3.798 -1.115 -7.493 0.301
H -2.062 -1.236 -7.195 0.313
Cl 1.174 4.309 0.626 -0.155
C 2.478 4.514 1.822 -0.225
C 2.626 5.946 2.267 -0.530
Cl 3.243 6.995 0.964 -0.196
H 3.394 4.132 1.381 0.147
H 2.224 3.886 2.677 0.285
H 3.343 6.002 3.086 0.350
H 1.680 6.357 2.611 0.338
Cl 3.303 -0.552 0.109 -0.165
C 3.792 0.945 -0.724 -0.309
C 5.121 1.464 -0.232 -0.473
Cl 5.024 2.063 1.445 -0.180
H 3.001 1.680 -0.586 0.173
H 3.862 0.710 -1.785 0.311
H 5.440 2.302 -0.850 0.290
H 5.891 0.698 -0.271 0.387
Cl -1.570 -6.926 1.941 -0.178
C 0.023 -7.013 1.148 -0.544
C 1.156 -6.831 2.126 -0.470
Cl 1.223 -5.171 2.770 -0.158
H 0.050 -6.261 0.364 0.331
H 0.094 -7.996 0.684 0.358
H 2.106 -7.017 1.627 0.298
H 1.073 -7.515 2.967 0.331
```

Results
* Kohn-Sham gap: 9.253 eV
* total energy: -161382.5196 eV
* SMILES: O=C(O)N(Cl)c1ccccc1.ClCCCl.ClCCCl.ClCCCl.ClCCCl.ClCCCl



Question: Among the records above, which one has the lowest total energy?
Answer: C17H26Cl11NO2



Question: What is the total energy in the first record?
Answer: -156721.4582 eV



Question: Which of these has the highest total energy?
Answer: C17H26BeN3O2S5



Question: total energy of number 3 (C17H26Cl11NO2)?
Answer: -161382.5196 eV